No. 1
DFT (ωB97M-V with the def2-TZVPD basis set) results for a molecular structure, C4H6DyO3 at a distorted geometry.

The geometry in XYZ format:
```
14
Properties=species:S:1:pos:R:3:lowdin_spin:R:1
H 2.013 -2.440 -1.218 0.0003
C 1.869 -1.767 -0.365 -0.0059
C 0.657 -1.239 -0.110 -0.0139
H -0.224 -1.835 -0.348 -0.0031
H 0.695 -0.964 0.985 0.0003
O 3.093 -1.403 0.077 0.0208
O 3.055 -0.761 1.351 0.0862
Dy 3.876 1.488 1.075 6.8847
C -1.298 -0.728 -4.152 -0.0903
C -0.202 -0.700 -3.414 -0.7632
O -1.374 -0.555 -5.508 -0.0387
H -2.283 -0.957 -3.726 -0.0154
H 0.868 -0.593 -3.585 -0.0592
H -0.500 -0.392 -5.880 -0.0026
```

HOMO level (spin up / spin down) ... -0.1824 / -0.2916 hartree
Spin multiplicity ... 7

***

No. 2
DFT (ωB97M-V with the def2-TZVPD basis set) results for a molecular structure, C4H6ErO3 at a distorted geometry.

The geometry in XYZ format:
```
14
Properties=species:S:1:pos:R:3:lowdin_spin:R:1
O -1.643 -1.905 -0.294 0.0232
O 0.463 -1.291 0.077 0.0683
O -1.137 0.250 0.099 -0.0107
C 1.504 -0.194 0.007 0.5126
C 2.838 -0.876 0.031 0.0851
C -0.795 -1.083 0.009 0.0105
H 3.613 -0.094 -0.015 -0.0019
H 3.048 -1.468 0.948 0.0202
H 3.033 -1.558 -0.825 0.0197
Er 0.621 1.775 -0.131 2.2779
C -2.533 0.568 0.130 -0.0025
H -2.976 0.105 1.017 -0.0001
H -3.054 0.223 -0.769 -0.0002
H -2.588 1.660 0.189 -0.0022
```

HOMO level (spin up / spin down) ... -0.4208 / -0.4064 hartree
Spin multiplicity ... 4
Charge ... +1
ΔE to the lowest compared entry with this formula, charge and spin ... 60.0 kcal per mole

***

No. 3
DFT (ωB97M-V with the def2-TZVPD basis set) results for a molecular structure, C4H6EuO2 at a distorted geometry.

The geometry in XYZ format:
```
13
Properties=species:S:1:pos:R:3:lowdin_spin:R:1
O 0.830 -0.649 -2.528 -0.0019
C -0.108 0.260 -2.240 -0.0065
H 1.593 -0.510 -1.858 0.0013
H -1.050 -0.261 -1.931 -0.0006
C 0.643 0.554 -0.185 -0.0164
C -0.438 0.688 0.619 0.0000
C -0.746 -0.317 1.717 -0.0001
O 0.324 -1.126 2.056 -0.0318
Eu 2.268 -0.783 1.205 7.0580
H -1.252 1.410 0.426 -0.0002
H 0.682 1.383 -1.264 -0.0009
H -1.628 -0.915 1.390 -0.0003
H -1.116 0.265 2.593 -0.0005
```

HOMO level (spin up / spin down) ... -0.2239 / -0.2239 hartree
Spin multiplicity ... 8
ΔE to the lowest compared entry with this formula, charge and spin ... 109.3 kcal per mole

***

No. 4
DFT (ωB97M-V with the def2-TZVPD basis set) results for 2 unconnected molecules or ions with the total composition C4H6F2 at a distorted geometry.

The geometry in XYZ format:
```
12
Properties=species:S:1:pos:R:3:lowdin_charge:R:1
C -1.753 0.435 -1.380 0.0017
C -1.177 0.004 -0.325 -0.2866
C 1.353 -0.716 0.773 -0.0983
C 0.761 0.557 0.407 -0.2544
F -1.628 -0.736 0.641 0.0465
F 1.436 1.140 -0.571 0.0270
H -2.897 0.390 -1.430 0.0989
H -1.034 0.938 -2.028 0.0608
H 0.508 -1.411 1.185 0.1111
H 2.148 -0.597 1.602 0.1019
H 1.971 -1.191 -0.003 0.0840
H 0.312 1.187 1.131 0.1073
```

HOMO level ... -0.3348 hartree
ΔE to the lowest compared entry with this formula, charge and spin ... 72.8 kcal per mole

***

| no. | E (Ha) |
| --- | --- |
| 1 | -1266.39836 |
| 2 | -1396.37169 |
| 3 | -1016.51570 |
| 4 | -355.60868 |